The following is a quantum chemistry calculation of a 10-piece molecular cluster, C52H132F6N8O17P2S6 overall at a distorted geometry, from the Open Molecules 2025 dataset.

Last column: Mulliken charge in e.
Element x y z (Å)
C: 2.90655 -7.00355 1.05882  -1.60
C: 1.96932 -5.83481 1.22602  0.13
C: 2.49466 -4.51198 0.57071  -0.26
O: 3.49455 -4.03671 1.45726  -0.48
C: 4.08711 -2.88136 0.97864  -0.43
N: 0.54233 -6.22293 0.67397  0.25
H: 0.06900 -6.89582 1.25986  0.54
H: -0.12267 -5.46376 0.71332  0.02
H: 0.57379 -6.59939 -0.26272  0.08
H: 3.29586 -7.14270 0.05027  0.34
H: 2.47210 -7.97205 1.30655  0.45
H: 3.82285 -6.95191 1.64688  0.42
H: 1.74470 -5.66155 2.27847  0.42
H: 1.75157 -3.81101 0.19047  0.24
H: 3.09490 -4.80092 -0.29203  0.39
H: 3.41222 -2.04218 0.81019  0.00
H: 4.59735 -3.11544 0.04432  0.36
H: 4.69285 -2.60242 1.84083  0.27
C: -4.54898 1.47680 1.39626  -1.24
C: -5.01186 0.97075 0.03238  0.42
C: -4.56703 1.87800 -1.21198  -0.10
O: -5.17434 1.29635 -2.31927  -0.41
C: -4.56178 1.73925 -3.53883  -0.52
N: -4.62574 -0.50725 -0.25217  1.43
H: -5.31623 -0.85619 -0.90145  0.64
H: -3.67265 -0.62751 -0.56404  -0.06
H: -4.81536 -1.16942 0.48653  -0.45
H: -3.88682 2.34161 1.35452  0.43
H: -3.83651 0.75743 1.79999  0.07
H: -5.35616 1.60370 2.11767  0.40
H: -6.09683 1.03962 -0.04639  0.52
H: -3.49294 1.70831 -1.28702  -0.49
H: -4.66589 2.96346 -1.22143  0.65
H: -4.94687 2.74083 -3.73028  0.49
H: -4.88048 1.11875 -4.37639  0.36
H: -3.47784 1.85103 -3.56479  -0.15
C: 6.44198 1.63408 3.27701  -1.78
C: 5.95232 1.07394 1.95996  0.27
C: 4.43057 1.02228 1.95295  -0.55
O: 3.83284 0.85790 0.74918  -0.12
C: 2.39442 1.03834 0.83304  -0.55
N: 6.46130 1.92953 0.78313  -0.13
H: 6.18754 2.89963 0.71930  0.38
H: 7.45410 1.75660 0.71575  0.44
H: 6.05782 1.52685 -0.05064  0.11
H: 7.51569 1.58556 3.45837  0.48
H: 6.00674 1.26625 4.20618  0.35
H: 6.37402 2.71345 3.41285  0.51
H: 6.35916 0.07045 1.83513  0.29
H: 3.99159 1.88080 2.46122  0.22
H: 4.11855 0.22331 2.62554  0.51
H: 1.74842 0.32634 1.34670  0.25
H: 2.10356 0.87475 -0.20461  -0.47
H: 2.11791 2.03083 1.18887  0.50
C: -4.85079 -5.99077 0.18312  -1.62
C: -3.96259 -5.23669 -0.83529  1.22
C: -3.95779 -5.68974 -2.31669  -0.27
O: -3.56634 -7.00032 -2.19357  -0.39
C: -3.36868 -7.67547 -3.45793  -0.67
N: -4.31202 -3.70615 -0.77975  0.94
H: -4.45060 -3.51029 0.20135  -0.15
H: -3.62705 -3.01588 -1.05253  -0.45
H: -5.14013 -3.30361 -1.19484  0.55
H: -4.51555 -7.02372 0.08971  0.49
H: -5.91756 -5.96411 -0.03909  0.39
H: -4.80599 -5.66909 1.22360  0.45
H: -2.95938 -5.22204 -0.40933  -0.55
H: -3.44072 -5.01325 -2.99720  0.15
H: -4.94070 -5.65025 -2.78619  0.62
H: -2.52364 -7.34006 -4.05920  0.05
H: -4.27571 -7.86351 -4.03242  0.41
H: -3.15471 -8.70827 -3.18293  0.30
C: -5.16947 -2.18060 -7.46830  -1.50
C: -4.00280 -3.04078 -7.87783  0.18
C: -3.28766 -3.49564 -6.50430  -0.15
O: -2.05304 -4.06157 -6.89609  -0.45
C: -1.41898 -4.88229 -5.93286  -0.53
N: -4.56572 -4.33365 -8.62236  -0.29
H: -5.15063 -5.02348 -8.17278  0.32
H: -5.10713 -3.93722 -9.37722  0.36
H: -3.78638 -4.87549 -8.96749  0.36
H: -5.97247 -2.66417 -6.91200  0.45
H: -5.82964 -2.00601 -8.31788  0.51
H: -4.90651 -1.19556 -7.08274  0.23
H: -3.40426 -2.53946 -8.63845  0.34
H: -3.90070 -4.10405 -5.83938  0.38
H: -3.11012 -2.57176 -5.95383  0.01
H: -0.44449 -5.28154 -6.21407  0.40
H: -2.03733 -5.65399 -5.47436  0.28
H: -1.08498 -4.18046 -5.16868  0.07
C: -0.51756 5.88844 4.02444  -1.27
C: 1.01222 5.76155 3.95570  0.06
C: 1.69695 5.68730 5.35252  -1.23
C: 1.24250 4.50772 6.28799  -1.10
P: 2.18089 2.85899 6.24325  0.97
C: 1.55204 1.85624 7.64267  -1.69
C: 0.01007 1.90919 7.87542  0.21
C: -0.22357 1.06704 9.13271  -0.84
C: 0.21985 1.82207 10.47721  -1.14
C: 2.05213 1.94529 4.58857  -0.44
C: 0.70176 1.29913 4.48686  -1.95
C: -0.41343 2.22288 4.03193  1.50
C: -1.69326 1.51195 3.73026  -1.14
C: 3.86545 3.21494 6.55378  -0.65
C: 4.13490 4.22668 7.73875  -0.53
C: 5.59946 4.30770 8.20975  -0.87
C: 6.57880 4.80934 7.08875  -0.87
H: -0.83801 6.70780 3.38095  0.42
H: -0.84744 6.30655 4.97548  0.43
H: -1.14182 5.05444 3.70373  0.17
H: 1.44148 6.67971 3.55467  0.48
H: 1.27107 4.92269 3.30963  -0.13
H: 1.42822 6.65268 5.78138  0.55
H: 2.78044 5.77045 5.26738  0.38
H: 0.20008 4.29882 6.04756  0.57
H: 1.27157 4.76797 7.34606  0.64
H: 2.05682 2.22099 8.53724  0.53
H: 1.91159 0.82834 7.59519  0.65
H: -0.41660 1.45431 6.98147  -0.19
H: -0.47999 2.87690 7.98260  0.34
H: 0.34539 0.13938 9.19456  0.38
H: -1.26857 0.76685 9.05550  0.42
H: -0.20700 2.82345 10.42121  0.28
H: 1.29949 1.73652 10.60018  0.32
H: -0.19608 1.39390 11.38924  0.41
H: 2.91215 1.28213 4.68175  0.70
H: 2.41741 2.69199 3.88352  0.44
H: 0.41579 0.65300 5.31682  0.57
H: 0.60592 0.48991 3.76292  0.32
H: -0.14642 2.70535 3.09170  -0.13
H: -0.55415 2.89112 4.88149  -0.25
H: -1.54731 0.76732 2.94775  -0.23
H: -2.37519 2.26268 3.33093  0.38
H: -2.03735 0.93698 4.58999  0.45
H: 4.36980 3.61753 5.67534  0.50
H: 4.21835 2.23226 6.86666  0.51
H: 3.57487 4.04423 8.65590  0.34
H: 3.95423 5.22535 7.34113  0.20
H: 5.97857 3.41620 8.70938  0.40
H: 5.66551 5.00068 9.04851  0.41
H: 6.41781 4.33494 6.12070  -0.02
H: 7.65548 4.79904 7.25828  0.41
H: 6.33508 5.82138 6.76553  0.35
C: 3.18438 7.79604 -2.93072  -1.36
C: 3.04499 6.68691 -3.94609  -0.66
C: 1.88257 5.66886 -3.71076  -0.76
C: 1.69906 4.65572 -4.82158  -0.87
P: 1.11130 3.07459 -4.39115  0.73
C: 2.49984 2.05460 -3.73333  -1.11
C: 2.16070 0.72342 -3.11724  1.08
C: 3.36468 -0.04077 -2.48553  0.00
C: 4.00965 -1.06433 -3.40545  -1.72
C: 0.09400 2.18185 -5.69647  -0.50
C: -1.32934 2.76537 -6.11184  -0.39
C: -1.94102 2.14542 -7.35311  -1.17
C: -2.14550 0.64164 -7.29813  -0.75
C: -0.08953 3.27911 -2.96973  -1.01
C: 0.42881 3.64472 -1.55587  -0.45
C: -0.68262 3.28137 -0.46749  -1.52
C: -0.93454 1.77488 -0.14095  1.79
H: 2.42093 8.55951 -3.08027  0.35
H: 4.08244 8.41296 -2.89924  0.38
H: 2.93402 7.56088 -1.89625  0.29
H: 3.95253 6.08322 -3.94000  0.36
H: 3.08317 7.06729 -4.96684  0.44
H: 0.96171 6.00018 -3.23083  0.49
H: 2.35985 5.00098 -2.99365  0.27
H: 2.61908 4.60021 -5.40344  0.61
H: 1.01963 5.06401 -5.56975  0.56
H: 3.01799 2.79235 -3.12068  0.48
H: 3.09162 1.88469 -4.63279  0.78
H: 1.80116 0.13935 -3.96441  0.31
H: 1.25146 0.66818 -2.51862  -0.83
H: 2.96301 -0.78009 -1.79258  -0.07
H: 4.08856 0.57650 -1.95349  0.05
H: 4.86600 -1.51265 -2.90168  0.49
H: 4.42402 -0.57495 -4.28686  0.39
H: 3.37408 -1.87947 -3.75142  0.37
H: 0.05650 1.19376 -5.23781  0.05
H: 0.81800 1.89299 -6.45838  0.67
H: -1.12460 3.82095 -6.29053  0.54
H: -2.06713 2.76363 -5.30948  0.08
H: -1.40338 2.19009 -8.30024  0.36
H: -2.91282 2.62413 -7.47372  0.39
H: -2.61406 0.39776 -6.34468  0.02
H: -1.21883 0.06939 -7.25457  0.35
H: -2.85173 0.25184 -8.03121  0.52
H: -0.73569 2.41721 -3.13620  -0.05
H: -0.84796 3.96450 -3.34808  1.07
H: 0.47016 4.73375 -1.57606  0.43
H: 1.43017 3.32904 -1.26305  0.32
H: -1.59486 3.75022 -0.83643  0.41
H: -0.37457 3.82157 0.42772  0.47
H: -1.84365 1.77488 0.46039  -0.10
H: -0.22709 1.30607 0.54303  -0.69
H: -0.95863 1.17148 -1.04838  -0.69
N: -5.17055 -2.71328 1.74063  -0.25
S: -6.43244 -2.32064 2.70743  0.82
O: -6.38270 -0.94574 3.20833  -0.51
O: -7.04511 -3.33338 3.56676  -0.55
F: -7.61531 -2.19856 1.60106  -0.31
S: -4.19930 -2.71209 2.85840  0.75
O: -4.13770 -3.69121 3.89996  -0.59
O: -3.72907 -1.34329 3.27449  -0.61
F: -3.06058 -3.19118 1.87657  -0.24
N: -2.11313 -1.51886 -1.13862  -0.23
S: -0.70453 -1.95087 -0.35903  0.10
O: 0.49672 -1.11454 -0.70196  -0.28
O: -0.57765 -3.42608 -0.17809  0.28
F: -1.08121 -1.46115 1.11928  -0.40
S: -1.52413 -1.57697 -2.51530  -0.65
O: -1.16841 -2.95032 -3.02123  -0.43
O: -0.83431 -0.44521 -3.07787  0.09
F: -2.92305 -1.51378 -3.26228  -0.37
N: 0.47936 -7.42531 -1.81433  -0.22
S: 0.83195 -6.38073 -2.90676  1.19
O: 0.65168 -6.75021 -4.29408  -0.53
O: 1.85213 -5.43188 -2.60179  -0.48
F: -0.55403 -5.57885 -2.56399  0.00
S: 1.56698 -8.64472 -2.42934  0.96
O: 2.92514 -8.17931 -2.75241  -0.40
O: 0.96691 -9.79493 -3.17396  -0.44
F: 1.83241 -9.15796 -0.95414  -0.19

Values from the calculation:
Largest force on an atom in eV/Å: 12.2
LUMO (alpha / beta) in Ha: -0.345 / -0.542
2S+1: 2
Orbital gap (alpha / beta) in Eh: 0.3285 / 0.1313
Energy in eV: -202627.340
Charge: +5